# 1
Below is a single CH2N2S3 molecule at a distorted geometry, with properties calculated with the ωB97M-V functional and the def2-TZVPD basis.

## Properties
Frontier orbital gap   0.24176 Eh

Structure (XYZ):
```
8
Properties=species:S:1:pos:R:3:forces:R:3
C 0.789648 1.027717 0.445763 -0.24 0.17 -0.14
N 1.154060 -0.074927 -0.003751 2.27 -2.22 0.12
N 0.322080 -0.976667 -0.527310 -2.56 2.15 1.13
S -0.775576 1.581002 0.283352 -1.96 0.01 -1.23
S -2.410666 -1.032474 0.851323 0.38 -0.47 -1.36
S -1.397043 -0.577395 -0.762561 0.75 0.80 2.62
H 1.545224 1.650378 0.832008 0.80 0.81 0.47
H 0.772272 -1.597634 -1.118823 0.57 -1.26 -1.60
```
Forces are in eV/Å.

# 2
Below is a single CH2N2S4 molecule at a distorted geometry, with properties calculated with the ωB97M-V functional and the def2-TZVPD basis.

## Properties
Frontier orbital gap (alpha / beta)   0.27770 / 0.21043 Eh
Multiplicity   3

Structure (XYZ):
```
9
Properties=species:S:1:pos:R:3:forces:R:3
C 1.966915 0.364376 -0.040298 -3.20 -0.18 -0.62
N 0.604097 0.234837 -0.312055 -0.41 4.26 -0.58
N -1.763033 -1.035316 -0.095330 0.46 -0.87 -0.33
S 2.483421 1.883358 -0.471256 1.61 0.56 0.23
S 2.848243 -0.829018 0.602144 1.16 -0.30 0.35
S -0.315069 -1.097752 -0.648529 0.81 -1.69 -1.09
S -2.618863 0.114121 0.636698 -0.58 0.53 0.75
H 0.239670 1.220810 -0.706124 0.85 -2.82 0.95
H -3.445384 -0.855414 1.034749 -0.70 0.50 0.35
```
Forces are in eV/Å.

# 3
Below is 2 unconnected molecules or ions with the total composition CH2N3 at a distorted geometry, with properties calculated with the ωB97M-V functional and the def2-TZVPD basis.

## Properties
Total charge   +1
Frontier orbital gap   0.50652 Eh

Structure (XYZ):
```
6
Properties=species:S:1:pos:R:3:forces:R:3
C -0.636154 0.550821 0.159949 1.18 2.46 3.18
N 0.565546 -1.277486 -1.233781 1.05 -1.82 -0.01
N 1.079593 -2.239844 -1.101296 -0.65 1.31 -0.27
N -0.213267 1.168140 1.007067 0.52 1.32 1.11
H -0.952792 -0.035001 -0.580953 -1.48 -2.02 -2.78
H 0.157075 1.833370 1.749014 -0.63 -1.24 -1.23
```
Forces are in eV/Å.

no.,total energy (eV)
1,-36552.33349
2,-47386.58576
3,-5530.83399